[1]
Formula: C3H3FOS
Source: OMol25
Level of theory: ωB97M-V/def2-TZVPD

Element x y z (Å)
C (-0.191, -0.669, 0.267)
C (-0.767, 0.664, -0.122)
C (1.148, -0.054, -0.198)
H (-0.130, -0.889, 1.369)
H (-1.167, 1.287, 0.695)
H (-1.438, 0.688, -0.959)
O (0.599, 1.195, -0.407)
F (-0.744, -1.714, -0.473)
S (2.690, -0.508, -0.173)

The HOMO-LUMO gap is 0.33612 Eh. The molecular weight comes out at 106.12 g/mol. The LUMO energy is -0.14 eV. The calculation puts the relative energy (zero: lowest compared OMol25 entry of this formula, charge and spin) at 85.5 kJ/mol.

[2]
Formula: C3H3FP2
Source: OMol25
Level of theory: ωB97M-V/def2-TZVPD

Element x y z (Å)
F (0.782, 0.195, -3.020)
C (0.545, -0.291, -1.759)
C (1.003, 0.332, -0.680)
P (0.835, -0.458, 1.016)
C (-0.057, -1.973, 0.589)
P (-0.912, -3.301, 0.514)
H (0.239, -1.246, -1.903)
H (1.513, 1.257, -0.742)
H (-0.321, 0.266, 1.274)

The HOMO-LUMO gap is 0.33178 Eh. As for the SMILES: F/C=C/PC#P. The molecular weight comes out at 120.00 g/mol. The LUMO energy is -0.17 eV. The calculation puts the relative energy (zero: lowest compared OMol25 entry of this formula, charge and spin) at 94.6 kJ/mol.

[3]
Formula: C3H3FS2
Source: OMol25
Level of theory: ωB97M-V/def2-TZVPD

Element x y z (Å)
F (-3.923, -0.288, 0.046)
S (-2.804, 1.009, 0.096)
C (-1.104, 0.179, -0.111)
C (0.124, 0.782, 0.003)
C (1.370, 0.025, -0.046)
S (2.804, 0.906, 0.026)
H (-1.310, -0.742, -0.526)
H (0.379, 1.721, 0.349)
H (1.489, -1.049, -0.013)

The HOMO-LUMO gap (alpha / beta) is 0.28444 / 0.28448 Eh. As for the SMILES: FS/C=C/C=S. The molecular weight comes out at 122.19 g/mol. The LUMO energy (alpha / beta) is -1.31 / -1.31 eV. The calculation puts the relative energy (zero: lowest compared OMol25 entry of this formula, charge and spin) at 182.9 kJ/mol.

[4]
Formula: C3H3FS2
Source: OMol25
Level of theory: ωB97M-V/def2-TZVPD

Element x y z (Å)
F (2.634, -0.635, 0.140)
C (1.616, -0.072, -0.382)
C (0.719, 0.480, 0.495)
S (-0.860, 1.317, -0.040)
C (-1.888, -0.214, -0.136)
S (-3.490, -0.370, 0.066)
H (1.711, 0.171, -1.511)
H (0.802, 0.369, 1.547)
H (-1.244, -1.044, -0.178)

The HOMO-LUMO gap is 0.30988 Eh. As for the SMILES: F/C=C/SC=S. The molecular weight comes out at 122.19 g/mol. The LUMO energy is -0.50 eV. The calculation puts the relative energy (zero: lowest compared OMol25 entry of this formula, charge and spin) at 111.1 kJ/mol.

[5]
Formula: C3H3FeLiO4
Source: OMol25
Level of theory: ωB97M-V/def2-TZVPD

Element x y z (Å)
C (-1.346, -0.795, 0.252)
O (-1.520, -1.292, 1.349)
O (-1.993, -1.027, -0.827)
C (0.008, -0.075, -0.046)
O (0.316, 0.214, -1.192)
O (0.652, 0.294, 1.015)
C (1.738, 1.219, 0.859)
H (1.368, 2.148, 0.410)
H (2.119, 1.397, 1.866)
H (2.513, 0.780, 0.219)
Fe (-2.731, -2.788, -1.450)
Li (-1.125, -0.075, -2.454)

The expectation value of S² is 8.754. The HOMO-LUMO gap (alpha / beta) is 0.29403 / 0.31042 Eh. The spin multiplicity is 6. The molecular weight comes out at 165.84 g/mol. The LUMO energy (alpha / beta) is -4.29 / -5.88 eV. As for the total charge: +1. The calculation puts the relative energy (zero: lowest compared OMol25 entry of this formula, charge and spin) at 42.8 kJ/mol.

[6]
Formula: C3H3FeO3
Source: OMol25
Level of theory: ωB97M-V/def2-TZVPD

Element x y z (Å)
H (-3.222, -0.911, -0.761)
O (-1.277, 1.566, 0.684)
C (0.010, 1.520, 0.844)
C (0.757, 0.583, 0.201)
O (0.025, -0.495, -0.564)
C (1.258, -0.771, 0.047)
O (2.104, -1.419, -0.747)
Fe (-1.901, -0.049, -0.200)
H (0.506, 2.255, 1.490)
H (1.739, -2.278, -0.996)

The expectation value of S² is 12.027. The HOMO-LUMO gap (alpha / beta) is 0.35526 / 0.23693 Eh. The spin multiplicity is 7. The molecular weight comes out at 142.90 g/mol. The LUMO energy (alpha / beta) is -4.51 / -8.43 eV. As for the total charge: +1. The calculation puts the relative energy (zero: lowest compared OMol25 entry of this formula, charge and spin) at 390.7 kJ/mol.

The highest molecular weight belongs to which entry? C3H3FeLiO4